(1)
The following is a quantum chemistry calculation of 2 unconnected molecules or ions with the total composition C11H22N3O3 at a distorted geometry, from the OMol25 dataset.

Properties
Kohn-Sham gap: 9.41 eV
HOMO: -12.61 eV
Net charge: +1
Total energy: -22367.612 eV
Molecular weight: 244.32 g mol⁻¹

Structure (XYZ):
```
39
Properties=species:S:1:pos:R:3:mulliken_charge:R:1
O -0.342 2.668 -0.400 -0.31
O -3.097 -2.214 0.745 -0.40
O -2.429 2.341 -1.059 -0.56
N 1.705 -1.795 1.707 -0.21
N 0.881 -4.049 1.998 -0.37
N 1.500 -3.340 -0.174 -0.24
C 1.076 4.544 0.227 -1.17
C 1.330 -3.065 1.205 0.49
C -1.715 -1.690 0.869 0.21
C -1.983 -3.298 0.686 -0.68
C -1.374 4.233 -1.991 -1.13
C 1.099 -0.634 0.990 -0.82
C 0.489 -0.954 -0.425 0.71
C -1.419 2.996 -1.139 0.83
C -1.100 -0.934 -0.502 -0.54
C 1.003 -2.286 -1.099 -0.98
C 0.956 3.259 -0.565 -0.28
H -1.764 5.076 -1.418 0.30
H -1.800 -3.800 1.672 0.31
H -1.542 -1.542 -1.338 0.37
H -1.842 -3.747 -0.329 0.30
H 0.856 4.364 1.281 0.33
H 0.593 -3.798 2.941 0.25
H 0.378 -0.104 1.693 0.36
H -1.564 0.101 -0.514 -0.11
H 0.233 -2.728 -1.810 0.36
H -0.382 4.472 -2.368 0.36
H 0.368 5.298 -0.120 0.29
H 2.084 4.954 0.144 0.39
H 1.216 -4.286 -0.432 0.30
H 1.939 0.120 0.832 0.17
H -2.005 4.074 -2.866 0.33
H 1.627 -1.731 2.724 0.31
H 1.194 3.393 -1.622 0.42
H 1.877 -2.002 -1.774 0.29
H 0.781 -4.991 1.608 0.24
H 1.672 2.530 -0.178 0.24
H 0.828 -0.110 -1.110 0.39
H -1.330 -1.323 1.911 0.29
```



(2)
The following is a quantum chemistry calculation of C11H22O5Si in the gas phase at a distorted geometry, from the OMol25 dataset.

Properties
Structure (SMILES): CCOC(=O)/C=C(\C)O[Si](C)(OCC)OCC
Kohn-Sham gap: 9.97 eV
ΔE to the lowest compared entry with this formula, charge and spin: 1.5 kJ/mol
HOMO: -9.22 eV
Net charge: 0
Total energy: -29882.003 eV
Molecular weight: 262.38 g mol⁻¹

Structure (XYZ):
```
39
Properties=species:S:1:pos:R:3:mulliken_charge:R:1
Si -1.042 1.652 -0.064 0.59
O -1.945 0.251 0.103 -0.39
O -1.406 2.647 1.213 -0.46
O 0.550 1.270 0.081 -0.39
O 2.390 -2.415 -0.780 -0.32
O 4.015 -1.786 0.689 -0.64
C 2.993 -1.503 0.079 0.32
C -2.765 4.513 1.968 -1.35
C 3.008 -4.397 -2.082 -1.22
C -1.851 -0.267 1.391 -0.09
C -2.707 3.161 1.311 0.09
C 3.122 -3.623 -0.788 -0.28
C 2.314 -0.230 0.280 -0.27
C -0.956 -1.444 1.609 -1.24
C -1.505 2.471 -1.723 -1.15
C 0.636 -0.452 -1.600 -0.97
C 1.204 0.166 -0.395 0.76
H -2.475 2.102 -1.999 0.36
H 3.387 -5.410 -1.971 0.41
H -1.551 0.565 2.044 0.31
H -1.135 -2.165 0.810 0.27
H 0.103 -1.147 1.570 0.17
H -2.365 5.300 1.339 0.32
H -1.609 3.561 -1.600 0.35
H -3.059 3.214 0.255 0.21
H 1.009 0.183 -2.427 0.31
H 1.963 -4.520 -2.355 0.31
H -0.442 -0.474 -1.597 0.33
H 1.050 -1.452 -1.820 0.23
H -0.767 2.238 -2.495 0.36
H -3.804 4.766 2.200 0.38
H 2.751 -4.251 0.066 0.26
H -2.883 -0.518 1.688 0.38
H 4.155 -3.436 -0.541 0.37
H -3.250 2.400 1.890 0.19
H 3.547 -3.940 -2.919 0.30
H -2.240 4.472 2.939 0.32
H -1.179 -1.907 2.585 0.46
H 2.738 0.403 1.043 0.43
```



(3)
The following is a quantum chemistry calculation of a molecular structure, C11H23AsCaIN5S4, from the OMol25 dataset.

Properties
Kohn-Sham gap: 5.64 eV
HOMO: -1.27 eV
Net charge: -2
Total energy: -149957.049 eV
Molecular weight: 595.51 g mol⁻¹

Structure (XYZ):
```
46
Properties=species:S:1:pos:R:3:mulliken_charge:R:1
I -2.457 -1.768 -1.380 -0.61
As 1.662 0.124 2.314 0.42
Ca -0.056 -0.569 0.076 0.51
S -0.311 1.111 2.323 -0.56
S 1.067 -2.006 2.177 -0.60
S 2.966 0.656 3.901 -0.63
S 2.460 0.514 0.275 -0.60
N 0.225 -4.526 -0.756 0.32
N -0.228 4.015 0.442 0.15
N 1.226 -2.468 -1.686 -0.64
N -0.327 2.138 -0.998 -0.78
N -2.277 3.265 -0.375 0.18
C -1.730 -5.270 0.906 -0.54
C -0.876 -5.183 -1.443 -0.54
C -0.872 3.072 -0.320 0.60
C -0.825 4.526 1.662 -1.14
C -1.686 -5.999 -0.431 -0.65
C -2.643 4.473 -1.092 -1.27
C -3.018 2.112 -0.850 -0.71
C -0.332 -5.206 1.536 -0.27
C 1.221 3.970 0.485 -0.95
C 0.753 -5.141 0.458 -0.82
C 0.759 -3.429 -1.240 0.44
H 1.120 -6.145 0.202 0.31
H 1.586 3.140 1.100 0.24
H -2.469 4.371 -2.175 0.38
H -0.146 -6.092 2.152 0.28
H -3.702 4.693 -0.935 0.38
H -1.503 -4.405 -1.882 0.18
H 1.605 -4.547 0.787 0.43
H -2.727 1.226 -0.292 0.17
H 1.579 4.916 0.893 0.26
H -2.851 1.905 -1.914 0.31
H -1.243 -6.994 -0.307 0.31
H -2.094 -4.256 0.734 0.15
H 1.621 3.848 -0.523 0.36
H 0.658 2.020 -0.751 0.15
H -4.082 2.295 -0.681 0.28
H -2.689 -6.151 -0.835 0.37
H -0.585 5.590 1.772 0.30
H -2.058 5.316 -0.727 0.37
H -2.434 -5.753 1.588 0.41
H -1.903 4.399 1.626 0.38
H -0.245 -4.334 2.187 0.07
H -0.439 3.974 2.524 0.36
H -0.499 -5.826 -2.253 0.24
```



(4)
The following is a quantum chemistry calculation of 2 unconnected molecules or ions with the total composition C11H23BF3O5P at a distorted geometry, from the OMol25 dataset.

Properties
Structure (SMILES): BCCCP(=O)(OCC)OCC.CCOC(=O)C(F)(F)F
Kohn-Sham gap: 9.71 eV
HOMO: -9.66 eV
Net charge: 0
Total energy: -40135.634 eV
Molecular weight: 334.08 g mol⁻¹

Structure (XYZ):
```
44
Properties=species:S:1:pos:R:3:mulliken_charge:R:1
P 0.916 3.380 -0.329 0.87
F -1.178 -3.207 -3.136 -0.26
F 0.107 -4.884 -2.782 -0.28
F 0.249 -3.141 -1.543 -0.24
O -0.091 2.140 -0.787 -0.37
O 0.440 4.618 -1.057 -0.77
O -1.514 -4.577 -0.042 -0.51
O -2.652 -5.039 -1.914 -0.32
O 0.836 3.716 1.304 -0.37
C -0.606 -3.934 -2.178 0.95
C -1.632 -4.536 -1.225 0.36
C -1.658 3.689 1.534 -1.01
C 3.698 3.122 0.375 -0.60
C -0.290 3.096 1.956 -0.12
C -0.475 -0.114 0.172 -0.95
C 3.398 2.054 1.487 -0.28
C -4.652 -4.657 -0.587 -1.09
C 2.693 3.116 -0.803 -0.74
C -3.675 -5.677 -1.134 -0.21
C 0.477 0.824 -0.659 0.26
B 4.429 0.840 1.516 0.23
H 3.508 2.580 2.459 0.12
H -0.164 3.302 3.030 0.43
H 0.090 -0.493 1.041 0.38
H 2.744 2.147 -1.335 0.37
H 4.685 2.882 -0.059 0.41
H -0.210 2.006 1.819 0.05
H -4.188 -6.361 -1.808 0.32
H 4.044 -0.269 1.327 -0.07
H -1.675 3.961 0.471 0.29
H 2.342 1.739 1.462 0.06
H 1.455 0.794 -0.164 -0.09
H 0.505 0.398 -1.673 0.35
H -5.064 -4.052 -1.395 0.30
H 5.600 0.986 1.672 -0.06
H -1.342 0.434 0.558 0.28
H -5.470 -5.153 -0.065 0.37
H 2.932 3.870 -1.562 0.43
H -3.232 -6.277 -0.338 0.32
H -1.849 4.580 2.148 0.33
H -4.159 -3.977 0.108 0.31
H -2.432 2.940 1.756 0.31
H 3.788 4.124 0.813 0.27
H -0.731 -0.989 -0.431 -0.03
```



(5)
The following is a quantum chemistry calculation of a molecular structure, C11H23BeBrNO2P2 at a distorted geometry, from the OMol25 dataset.

Properties
Kohn-Sham gap: 7.74 eV
ΔE to the lowest compared entry with this formula, charge and spin: 0.0 kJ/mol
HOMO: -11.04 eV
Net charge: +1
Total energy: -106385.003 eV
Molecular weight: 352.17 g mol⁻¹

Structure (XYZ):
```
41
Properties=species:S:1:pos:R:3:mulliken_charge:R:1
Br -0.647 -0.482 2.989 -0.45
P 1.907 -0.696 1.318 0.63
P -2.086 0.736 0.419 0.84
O 1.825 2.147 -0.595 -0.61
O -0.055 3.881 0.105 -0.69
N -0.184 -1.134 -0.539 0.32
C -2.601 -0.757 -0.558 -1.24
C -1.397 -2.167 -2.302 -0.87
C -2.107 1.975 -0.890 -1.31
C 2.230 -2.365 1.946 -1.19
C -0.192 -2.623 -2.834 -0.36
C 2.195 -0.773 -0.485 -0.76
C 3.227 0.356 1.923 -1.14
C 1.002 -1.410 -1.133 0.75
C 1.022 -2.215 -2.259 -0.92
C -3.468 1.075 1.527 -1.21
C -1.371 -1.415 -1.142 0.57
Be -0.211 -0.258 0.876 -0.17
H 1.222 2.919 -0.360 0.32
H 2.044 2.266 -1.537 0.28
H 2.249 0.319 -0.785 -0.02
H -0.257 3.371 0.919 0.32
H -2.025 2.991 -0.496 0.41
H -3.661 0.215 2.179 0.40
H 3.218 -2.695 1.595 0.41
H 3.284 1.250 1.291 0.36
H 1.997 -2.493 -2.654 0.51
H -0.254 4.809 0.315 0.31
H 3.138 -1.280 -0.695 0.61
H -4.364 1.324 0.944 0.40
H -0.186 -3.279 -3.704 0.43
H 2.205 -2.316 3.042 0.38
H 4.161 -0.223 1.902 0.39
H -3.268 -0.403 -1.355 0.56
H 1.450 -3.060 1.611 0.34
H -3.183 1.927 2.156 0.35
H -3.040 1.850 -1.448 0.46
H -3.174 -1.439 0.089 0.44
H -1.256 1.807 -1.558 0.33
H 2.973 0.639 2.950 0.35
H -2.362 -2.374 -2.770 0.47
```